Here is C18H17N5O4 in the gas phase at a distorted geometry from the OMol25 dataset. Energies are from the ωB97M-V functional and the def2-TZVPD basis.

- HOMO level (hartree) = -0.3225
- DFT total energy (Eh) = -1270.7784
- ΔE to the lowest compared entry with this formula, charge and spin (kcal/mol) = 48.14
- F_max (hartree/bohr) = 0.110

```
! RIJCOSX wB97M-V def2-TZVPD def2/J DEFGRID3
* xyz 0 1
O -1.165 -1.199 1.131
O -1.805 1.354 1.746
O -1.064 2.085 -0.318
O 5.378 -4.242 0.613
N -6.690 2.949 1.175
N -4.294 2.388 1.057
N -3.964 2.084 -1.137
N -5.295 2.407 -0.839
N 5.054 -2.141 -0.143
C 3.698 -1.798 0.263
C -5.448 2.608 0.574
C 7.915 -2.255 0.377
C -0.460 0.860 1.966
C 5.767 -3.234 -0.019
C -7.713 2.971 0.367
C 2.917 -2.534 1.243
C -7.567 2.802 -1.098
C 1.885 -0.351 -0.018
C 7.188 -3.188 -0.634
C 1.117 -1.038 0.854
C 3.146 -0.594 -0.414
C -3.398 2.092 0.046
C 1.617 -2.118 1.520
C -1.992 1.825 0.414
C -0.162 -0.523 1.327
C -6.360 2.519 -1.700
C -6.225 2.123 -3.056
H -8.493 2.862 -1.684
H 7.669 -1.145 0.360
H -0.434 0.711 2.976
H 3.316 -3.409 1.844
H 0.873 -2.703 2.164
H 0.312 1.513 1.627
H 7.559 -4.276 -0.580
H 7.086 -2.825 -1.613
H 5.476 -1.562 -0.896
H -5.589 1.229 -3.056
H -5.797 2.958 -3.689
H 9.004 -2.328 0.099
H 3.723 0.034 -1.139
H 7.818 -2.559 1.370
H -7.159 1.791 -3.512
H -8.686 3.339 0.878
H 1.240 0.518 -0.447
*
```